Here is C20H17BeN7O4S2 as an isolated structure from OMol25. Energies are from ωB97M-V with the def2-TZVPD basis set.

CARTESIAN COORDINATES (ANGSTROEM)
1 Be 1.505 -0.564 0.943
2 C 0.993 4.734 0.526
3 C 1.804 3.657 0.220
4 N 1.307 2.447 -0.004
5 C -0.004 2.283 0.146
6 C -0.817 3.375 0.501
7 N -0.322 4.582 0.675
8 C -0.548 0.968 -0.241
9 C -1.829 0.880 -0.781
10 C -2.294 -0.321 -1.295
11 C -1.431 -1.411 -1.294
12 C -0.171 -1.256 -0.751
13 N 0.263 -0.100 -0.226
14 C 0.847 -2.308 -0.750
15 C 0.730 -3.571 -1.333
16 N 1.713 -4.454 -1.289
17 C 2.840 -4.090 -0.688
18 C 2.989 -2.824 -0.140
19 N 1.995 -1.951 -0.168
20 C -3.625 -0.433 -1.918
21 C -4.121 0.578 -2.738
22 C -5.343 0.382 -3.365
23 N -6.064 -0.722 -3.226
24 C -5.602 -1.673 -2.426
25 C -4.395 -1.581 -1.751
26 H 1.383 5.737 0.649
27 H 2.877 3.754 0.119
28 H -1.878 3.264 0.683
29 H -2.466 1.750 -0.786
30 H -1.745 -2.366 -1.683
31 H -0.167 -3.879 -1.854
32 H 3.628 -4.830 -0.654
33 H 3.914 -2.490 0.310
34 H -3.555 1.483 -2.905
35 H -5.759 1.139 -4.019
36 H -6.227 -2.554 -2.337
37 H -4.067 -2.370 -1.090
38 O -0.384 -1.753 4.069
39 S -0.325 -1.152 2.765
40 O -1.340 -1.584 1.823
41 O 1.071 -1.431 2.158
42 S -0.395 0.842 2.948
43 C 4.937 0.861 2.073
44 C 3.434 0.910 2.045
45 N 2.813 1.611 2.964
46 O 2.831 0.272 1.155
47 H 5.365 1.831 2.313
48 H 5.301 0.515 1.109
49 H 5.246 0.149 2.837
50 H 3.315 2.090 3.692
51 H 1.772 1.573 2.991

ΔE to the lowest compared entry with this formula, charge and spin = 3.6 kcal/mol
Multiplicity = 1
Charge = 0


Here is a 2-piece molecular cluster, C4H7NO overall from OMol25. Energies are from ωB97M-V with the def2-TZVPD basis set.

CARTESIAN COORDINATES (ANGSTROEM)
1 C -1.653 1.561 -0.538
2 C -0.655 0.410 -0.378
3 O -0.742 -0.599 -1.072
4 C 0.246 0.566 0.725
5 C 1.493 -1.823 0.882
6 N 1.974 -1.203 -0.125
7 H -1.257 2.551 -0.294
8 H -2.531 1.383 0.090
9 H -1.971 1.545 -1.583
10 H 1.176 1.105 0.516
11 H 0.526 -2.336 0.881
12 H 2.086 -1.893 1.797
13 H 1.307 -1.267 -0.901

ΔE to the lowest compared entry with this formula, charge and spin = 122.2 kcal/mol
Multiplicity = 1
Charge = 0


Here is a 5-piece molecular cluster, C33H37FNO9PS2Si overall from OMol25. Energies are from ωB97M-V with the def2-TZVPD basis set.

CARTESIAN COORDINATES (ANGSTROEM)
1 C 0.452 2.359 0.098
2 C 0.725 0.878 0.033
3 O 0.384 0.126 0.927
4 N 1.387 0.436 -1.141
5 C 1.138 -0.973 -1.496
6 C 0.786 -1.136 -2.970
7 C -0.706 -0.889 -3.336
8 C -1.568 -0.243 -2.237
9 Si -3.157 0.422 -2.975
10 F -3.686 -0.571 -4.117
11 C -4.424 0.716 -1.650
12 C -5.139 -0.607 -1.286
13 C -6.548 -0.308 -0.779
14 S -7.469 -1.818 -0.361
15 P -2.725 2.414 -3.986
16 S -4.239 3.666 -3.811
17 H 0.658 2.708 1.105
18 H -0.598 2.526 -0.137
19 H 1.049 2.880 -0.645
20 H 2.378 0.607 -1.026
21 H 2.051 -1.544 -1.320
22 H 0.392 -1.414 -0.843
23 H 1.398 -0.471 -3.571
24 H 1.018 -2.171 -3.221
25 H -0.738 -0.220 -4.200
26 H -1.165 -1.822 -3.652
27 H -1.818 -0.931 -1.430
28 H -1.061 0.630 -1.824
29 H -5.145 1.463 -1.983
30 H -3.926 1.146 -0.780
31 H -4.567 -1.132 -0.523
32 H -5.219 -1.259 -2.156
33 H -6.471 0.350 0.081
34 H -7.087 0.187 -1.582
35 H -6.456 -2.650 -0.095
36 H -1.587 2.922 -3.341
37 H -2.383 2.135 -5.324
38 O 1.626 8.049 -5.856
39 C 1.398 7.009 -5.282
40 C 0.373 6.927 -4.209
41 C 0.126 5.783 -3.577
42 C 0.864 4.543 -3.919
43 O 0.635 3.497 -3.345
44 C 1.885 4.620 -4.991
45 C 2.133 5.764 -5.623
46 H -0.154 7.844 -3.979
47 H -0.619 5.700 -2.796
48 H 2.408 3.701 -5.223
49 H 2.874 5.846 -6.408
50 O -4.701 1.397 1.694
51 C -5.355 1.753 2.652
52 C -4.983 2.958 3.435
53 C -5.703 3.346 4.483
54 C -6.909 2.593 4.914
55 O -7.564 2.950 5.868
56 C -7.280 1.388 4.130
57 C -6.558 1.000 3.082
58 H -4.102 3.492 3.102
59 H -5.451 4.221 5.069
60 H -8.161 0.853 4.459
61 H -6.806 0.124 2.494
62 O 3.678 -2.083 0.823
63 C 3.267 -2.496 1.889
64 C 3.873 -3.687 2.535
65 C 3.423 -4.140 3.701
66 C 2.296 -3.472 4.405
67 O 1.891 -3.886 5.470
68 C 1.693 -2.282 3.756
69 C 2.143 -1.828 2.589
70 H 4.691 -4.161 2.007
71 H 3.850 -5.008 4.187
72 H 0.873 -1.812 4.284
73 H 1.720 -0.965 2.086
74 O 10.842 -4.700 3.406
75 C 9.721 -5.140 3.283
76 C 8.918 -5.547 4.465
77 C 7.687 -6.031 4.329
78 C 7.063 -6.184 2.991
79 O 5.939 -6.622 2.868
80 C 7.864 -5.779 1.810
81 C 9.095 -5.294 1.945
82 H 9.392 -5.426 5.430
83 H 7.084 -6.335 5.176
84 H 7.389 -5.900 0.844
85 H 9.698 -4.991 1.098

Total energy = -96290.86943 eV
Multiplicity = 1
Charge = 0


| no. | F_max (hartree/bohr) |
| --- | --- |
| 1 | 0.0225 |
| 2 | 0.0082 |
| 3 | 0.0204 |